The following is a DFT calculation (ωB97M-V/def2-TZVPD) of 2 unconnected molecules or ions with the total composition C6H10F3NO2 at a distorted geometry.

Each atom is followed by the atoms it is bonded to, with distances in Å.
Element x y z (Å)
1 C -0.52998 -1.61014 -1.05183  N7 1.404, O8 1.338
2 C 2.17376 0.30554 0.72561  C4 1.551, H13 1.097, H14 1.084, H15 1.152
3 C 0.39908 1.41079 -0.85910  C4 1.513, H16 1.025, H17 1.109, H18 1.166
4 C 0.84437 1.08534 0.55025  C2 1.551, C3 1.513, C5 1.477, H19 1.142
5 C -0.25022 0.39672 1.26358  C4 1.477, C6 1.616, O9 1.202
6 C -1.75204 0.99299 1.22949  C5 1.616, F10 1.312, F11 1.411, F12 1.351
7 N -0.91233 -2.24005 -2.24706  C1 1.404, H20 0.970, H21 1.055
8 O -0.32443 -2.61258 -0.18938  C1 1.338, H22 0.971
9 O -0.14225 -0.58187 1.95287  C5 1.202
10 F -2.41389 0.49462 2.24721  C6 1.312
11 F -2.35934 0.42471 0.08962  C6 1.411
12 F -1.89677 2.33171 1.11625  C6 1.351
13 H 2.12507 -0.70853 0.31029  C2 1.097
14 H 2.39073 0.00803 1.74504  C2 1.084
15 H 3.09966 0.83908 0.29401  C2 1.152
16 H 1.16099 1.60488 -1.51738  C3 1.025
17 H -0.30309 0.64834 -1.25297  C3 1.109
18 H -0.06279 2.48063 -0.81342  C3 1.166
19 H 1.08182 2.10427 1.00916  C4 1.142
20 H -1.05969 -1.72531 -3.05575  N7 0.970
21 H -1.23603 -3.24437 -2.25934  N7 1.055
22 H -0.03260 -2.40478 0.71283  O8 0.971

The value obtained for the frontier orbital gap is 9.604 eV. The value obtained for the energy above the lowest of the compared OMol25 structures with the same formula, charge and spin is 16.33 kcal per mole. The value obtained for the lowest unoccupied orbital energy is 0.65 eV.

natural (NBO) atomic charge list, values in e, 4 entries: C 0.31; C -0.61; C -0.63; C -0.36